Model A:
# C27H63N9O9

9 unconnected molecules or ions with the total composition C27H63N9O9 (ωB97M-V/def2-TZVPD, OMol25).

E_LUMO: 0.157 eV
2S+1: 1
molar mass: 657.9 g/mol
SMILES string: CNC(C)=O.CNC(C)=O.CNC(C)=O.CNC(C)=O.CNC(C)=O.CNC(C)=O.CNC(C)=O.CNC(C)=O.CNC(C)=O
HOMO level: -8.97 eV

```
108
C27H63N9O9 (ωB97M-V/def2-TZVPD)
C -4.9087 0.2047 -3.1502
N -6.1923 0.7450 -3.5238
C -7.2831 0.7991 -2.7356
C -8.5344 1.3471 -3.3685
O -7.2265 0.4258 -1.5741
H -4.4421 -0.2756 -4.0072
H -5.0746 -0.5327 -2.3611
H -4.2372 0.9444 -2.7057
H -6.2497 1.0342 -4.4853
H -8.5601 2.4307 -3.3314
H -9.3379 0.9290 -2.7555
H -8.7386 0.8950 -4.3394
C -0.6391 -6.3636 4.0000
N -0.7779 -4.9472 4.3259
C 0.0795 -3.9954 3.8813
C 1.0386 -4.3502 2.7550
O 0.0992 -2.8863 4.3897
H 0.3553 -6.7305 4.2628
H -0.8224 -6.5370 2.9402
H -1.3572 -6.9033 4.6124
H -1.3473 -4.6745 5.1076
H 0.4759 -4.7829 1.9222
H 1.7102 -5.1561 3.0571
H 1.5725 -3.4540 2.4687
C 1.0834 4.4091 -6.9272
N 1.5576 3.5414 -5.8730
C 1.2194 3.7113 -4.5742
C 1.8948 2.7601 -3.6157
O 0.4521 4.5915 -4.2325
H 0.0016 4.3845 -7.0678
H 1.5839 4.2149 -7.8718
H 1.3004 5.4498 -6.6654
H 2.1799 2.8159 -6.1728
H 2.6667 2.1660 -4.0965
H 1.1167 2.0939 -3.2425
H 2.2893 3.3868 -2.8177
C 5.6815 2.0477 6.3918
N 4.7482 1.5916 5.3885
C 3.4020 1.6901 5.5014
C 2.6013 1.1403 4.3499
O 2.8891 2.2472 6.4513
H 5.2993 2.9426 6.8805
H 6.6845 2.2139 6.0100
H 5.7616 1.3054 7.1946
H 5.1359 1.1196 4.5930
H 3.1915 0.7537 3.5164
H 2.1168 1.9997 3.8817
H 1.9344 0.3786 4.7419
C 5.7208 4.2202 -2.1277
N 4.9531 3.6103 -1.0633
C 4.8945 2.2875 -0.7724
C 4.0338 1.9070 0.3989
O 5.4896 1.4783 -1.4711
H 5.4321 5.2664 -2.1797
H 5.6223 3.7497 -3.1051
H 6.7644 4.1419 -1.8092
H 4.3192 4.1967 -0.5472
H 3.7739 0.8508 0.4610
H 3.0738 2.4261 0.3700
H 4.5355 2.0859 1.3531
C -1.0379 1.2326 -0.8337
N -0.5747 0.2630 0.1303
C 0.2827 0.5444 1.1177
C 0.6155 -0.5649 2.1010
O 0.8341 1.6400 1.2454
H -1.1018 2.1910 -0.3138
H -2.0008 0.9423 -1.2442
H -0.3326 1.4256 -1.6452
H -1.0088 -0.6628 0.1129
H 0.3491 -0.1394 3.0658
H 1.6777 -0.7899 2.0160
H 0.0668 -1.4944 1.9724
C -6.0848 2.8847 3.9596
N -5.1496 2.0548 3.2294
C -3.9121 2.4915 2.9120
C -2.9569 1.5489 2.2365
O -3.5837 3.6362 3.1968
H -6.6061 3.6338 3.3611
H -5.5587 3.3983 4.7600
H -6.8684 2.2313 4.3436
H -5.4353 1.1133 3.0331
H -2.6787 1.9729 1.2768
H -3.4482 0.5940 2.0265
H -2.1149 1.3587 2.8962
C 2.5894 -1.4460 -1.6223
N 3.1714 -2.6333 -2.2519
C 2.7040 -3.2234 -3.3714
C 3.5226 -4.4103 -3.8436
O 1.7225 -2.8391 -3.9880
H 2.0938 -1.7431 -0.6960
H 1.8870 -0.9659 -2.2980
H 3.3813 -0.7301 -1.4005
H 3.9581 -2.9830 -1.7363
H 4.5673 -4.1327 -3.9735
H 3.1374 -4.6923 -4.8213
H 3.3678 -5.2498 -3.1663
C -1.4708 -2.9950 -2.4136
N -1.9312 -3.7897 -1.2847
C -2.0699 -3.3924 -0.0151
C -2.7060 -4.3746 0.9508
O -1.6294 -2.3252 0.3976
H -1.7659 -3.4832 -3.3377
H -0.3883 -2.8624 -2.3770
H -1.9105 -1.9976 -2.4300
H -2.0384 -4.7705 -1.4769
H -3.7806 -4.2006 0.9047
H -2.2876 -4.1852 1.9362
H -2.5031 -5.4224 0.7225
```

Here are the Mulliken charges for atoms 1 to 99, given in e:
1 C -0.918
2 N -0.154
3 C 0.660
4 C -1.056
5 O -0.634
6 H 0.349
7 H 0.303
8 H 0.279
9 H 0.229
10 H 0.269
11 H 0.297
12 H 0.352
13 C -0.883
14 N -0.101
15 C 0.635
16 C -0.920
17 O -0.644
18 H 0.307
19 H 0.226
20 H 0.349
21 H 0.287
22 H 0.256
23 H 0.458
24 H 0.088
25 C -0.852
26 N -0.161
27 C 0.481
28 C -0.585
29 O -0.651
30 H 0.260
31 H 0.340
32 H 0.270
33 H 0.251
34 H 0.350
35 H 0.073
36 H 0.132
37 C -0.900
38 N -0.172
39 C 0.440
40 C -0.411
41 O -0.649
42 H 0.302
43 H 0.333
44 H 0.280
45 H 0.239
46 H 0.110
47 H 0.276
48 H 0.150
49 C -0.933
50 N -0.125
51 C 0.633
52 C -0.821
53 O -0.697
54 H 0.351
55 H 0.279
56 H 0.320
57 H 0.268
58 H 0.049
59 H 0.324
60 H 0.371
61 C -0.814
62 N 0.641
63 C 0.526
64 C -0.264
65 O -0.754
66 H 0.422
67 H 0.389
68 H -0.166
69 H 0.257
70 H 0.189
71 H 0.145
72 H -0.141
73 C -0.885
74 N -0.179
75 C 0.405
76 C -0.249
77 O -0.662
78 H 0.267
79 H 0.282
80 H 0.339
81 H 0.269
82 H 0.039
83 H 0.212
84 H 0.150
85 C -0.745
86 N -0.090
87 C 0.719
88 C -1.203
89 O -0.646
90 H 0.130
91 H 0.268
92 H 0.345
93 H 0.229
94 H 0.357
95 H 0.329
96 H 0.294
97 C -0.653
98 N -0.101
99 C 0.496



Model B:
# C27H63N9O9

9 unconnected molecules or ions with the total composition C27H63N9O9 (ωB97M-V/def2-TZVPD, OMol25).

E_LUMO: 0.145 eV
2S+1: 1
molar mass: 657.9 g/mol
SMILES string: CNC(C)=O.CNC(C)=O.CNC(C)=O.CNC(C)=O.CNC(C)=O.CNC(C)=O.CNC(C)=O.CNC(C)=O.CNC(C)=O
HOMO level: -9.39 eV

```
108
C27H63N9O9 (ωB97M-V/def2-TZVPD)
C -22.4428 1.2119 -0.6621
N -22.6674 1.9903 0.5725
C -21.9428 1.6941 1.6409
C -22.3085 2.5290 2.8287
O -21.1055 0.8226 1.6515
H -22.6355 0.1502 -0.5085
H -21.4426 1.2846 -1.0894
H -23.2164 1.5438 -1.3546
H -23.3604 2.7169 0.6816
H -22.4122 1.8863 3.7029
H -23.3196 2.8742 2.6125
H -21.6103 3.3661 2.8335
C -28.4469 -5.0246 0.6931
N -27.0302 -4.7758 0.8881
C -26.0989 -5.3265 0.1120
C -24.7481 -5.2612 0.6217
O -26.3571 -5.8739 -0.9185
H -28.8701 -4.7514 -0.2735
H -29.0363 -4.3677 1.3328
H -28.7305 -6.0240 1.0230
H -26.7458 -4.1823 1.6543
H -24.6379 -4.4840 1.3779
H -24.0989 -4.9797 -0.2074
H -24.4550 -6.2404 1.0002
C -20.1373 -6.0810 17.2447
N -20.8408 -5.0896 16.3862
C -21.5486 -5.4759 15.3044
C -22.1597 -4.3774 14.4240
O -21.6337 -6.5756 14.8042
H -19.8201 -5.5869 18.1630
H -19.2551 -6.5823 16.8464
H -20.8675 -6.8171 17.5809
H -20.5141 -4.1341 16.4028
H -21.9578 -4.6084 13.3781
H -21.6153 -3.4418 14.5517
H -23.2491 -4.3409 14.4189
C -16.2592 -6.4394 10.9616
N -16.1957 -7.9096 10.9166
C -15.4777 -8.6048 11.8174
C -15.7438 -10.1727 11.8149
O -14.8297 -8.0464 12.7254
H -17.2924 -6.2807 11.2706
H -16.1178 -5.8776 10.0383
H -15.6866 -5.9379 11.7417
H -16.8596 -8.4487 10.3792
H -16.2093 -10.3912 12.7760
H -14.8065 -10.7287 11.7925
H -16.4229 -10.5518 11.0512
C -27.1824 -8.4989 10.1716
N -28.5187 -8.5619 10.5720
C -28.9364 -8.7000 11.8204
C -28.1822 -9.6428 12.7061
O -29.9893 -8.1615 12.1573
H -26.5737 -7.8263 10.7759
H -27.0908 -8.2357 9.1178
H -26.5746 -9.4037 10.1810
H -29.1439 -8.0193 9.9934
H -28.0590 -10.5922 12.1850
H -28.7504 -9.8610 13.6103
H -27.2222 -9.2776 13.0710
C -9.6282 -6.4690 2.1467
N -8.9810 -7.6316 1.5782
C -7.6468 -7.6824 1.6641
C -7.0236 -8.8265 0.8778
O -6.9144 -6.8520 2.1538
H -10.7046 -6.6403 2.1324
H -9.4018 -5.5178 1.6649
H -9.3412 -6.3664 3.1932
H -9.4100 -8.0332 0.7568
H -6.0452 -9.0077 1.3229
H -6.9498 -8.5774 -0.1808
H -7.6399 -9.7210 0.9684
C -28.2276 1.2079 6.1080
N -27.3968 0.9055 7.2160
C -26.7513 -0.2877 7.2386
C -26.0936 -0.6917 8.4740
O -26.7425 -1.0974 6.2567
H -29.0738 0.5314 5.9883
H -27.6049 1.0316 5.2309
H -28.5639 2.2440 6.1494
H -27.0578 1.6186 7.8458
H -26.2290 -1.7473 8.7098
H -26.4320 -0.1416 9.3520
H -25.0257 -0.4743 8.4970
C -17.7722 -5.5431 2.7880
N -18.9181 -5.2375 3.5864
C -19.1055 -5.7893 4.7725
C -20.4149 -5.6299 5.5412
O -18.2431 -6.4266 5.4074
H -17.0364 -4.7405 2.8388
H -17.9606 -5.7592 1.7364
H -17.2127 -6.3997 3.1639
H -19.4771 -4.4665 3.2498
H -20.9798 -6.4323 5.0666
H -20.9037 -4.7126 5.2131
H -20.3265 -5.7555 6.6203
C -14.5391 -16.4508 1.0239
N -13.9665 -15.1409 0.7525
C -14.4268 -14.1497 -0.0390
C -13.4280 -13.0614 -0.3155
O -15.4691 -14.2244 -0.6308
H -13.8248 -17.1482 0.5864
H -15.4979 -16.6919 0.5649
H -14.7186 -16.6024 2.0883
H -13.0483 -14.9974 1.1479
H -12.4372 -13.2978 0.0726
H -13.8481 -12.2552 0.2859
H -13.3624 -12.8778 -1.3879
```

Here are the Mulliken charges for atoms 1 to 99, given in e:
1 C -0.808
2 N -0.181
3 C 0.668
4 C -0.923
5 O -0.644
6 H 0.261
7 H 0.259
8 H 0.333
9 H 0.219
10 H 0.284
11 H 0.291
12 H 0.244
13 C -0.897
14 N -0.195
15 C 0.666
16 C -0.914
17 O -0.608
18 H 0.281
19 H 0.351
20 H 0.279
21 H 0.239
22 H 0.311
23 H 0.275
24 H 0.213
25 C -0.813
26 N -0.221
27 C 0.583
28 C -0.906
29 O -0.604
30 H 0.342
31 H 0.274
32 H 0.264
33 H 0.268
34 H 0.281
35 H 0.299
36 H 0.233
37 C -0.879
38 N -0.206
39 C 0.678
40 C -0.938
41 O -0.652
42 H 0.314
43 H 0.286
44 H 0.316
45 H 0.238
46 H 0.262
47 H 0.277
48 H 0.303
49 C -0.935
50 N -0.153
51 C 0.601
52 C -1.003
53 O -0.648
54 H 0.317
55 H 0.349
56 H 0.290
57 H 0.268
58 H 0.313
59 H 0.300
60 H 0.302
61 C -0.808
62 N -0.230
63 C 0.635
64 C -1.046
65 O -0.594
66 H 0.333
67 H 0.286
68 H 0.264
69 H 0.261
70 H 0.291
71 H 0.268
72 H 0.339
73 C -0.763
74 N -0.179
75 C 0.641
76 C -1.019
77 O -0.648
78 H 0.231
79 H 0.287
80 H 0.316
81 H 0.252
82 H 0.284
83 H 0.327
84 H 0.271
85 C -0.877
86 N -0.173
87 C 0.696
88 C -0.972
89 O -0.649
90 H 0.307
91 H 0.307
92 H 0.315
93 H 0.212
94 H 0.241
95 H 0.321
96 H 0.272
97 C -0.839
98 N -0.218
99 C 0.693



Computed energies relative to the best structure, in kcal/mol: model A 0.0; model B 79.5



Model A:
# C4H38N2O15

15 unconnected molecules or ions with the total composition C4H38N2O15 (ωB97M-V/def2-TZVPD, OMol25).

E_LUMO: 0.034 eV
2S+1: 1
molar mass: 354.3 g/mol
HOMO level: -9.27 eV

```
59
C4H38N2O15 (ωB97M-V/def2-TZVPD)
C -2.2032 -0.7944 0.8801
N -1.7071 -0.2236 2.1819
C -2.1980 0.8249 2.8596
O -3.0104 1.5198 2.2633
C -1.4285 -0.4756 -0.3957
C 0.0919 -0.4741 -0.2881
N -1.8971 -1.4812 -1.3134
H -3.3548 -0.3613 0.8328
H -2.3510 -1.8489 1.1445
H -0.8541 -0.7053 2.4131
H -1.7791 1.0343 3.7751
H -1.6944 0.5413 -0.7596
H 0.3756 -1.3773 0.2464
H 0.6490 -0.5808 -1.1536
H 0.4481 0.2652 0.4828
H -1.2167 -2.1326 -1.6016
H -2.2673 -1.1435 -2.2630
H 1.8679 3.3836 -0.8989
H 1.3155 2.2312 -0.2074
O 1.5518 2.5558 -1.0708
H 0.2574 3.2106 3.0888
H 1.1295 4.1901 2.4976
O 1.0711 3.6605 3.3310
H -0.0655 1.9897 -2.5095
H -0.4132 2.5744 -3.9223
O -0.3393 1.7152 -3.4663
H -1.2144 3.6649 0.7693
H -0.9010 2.1909 0.1919
O -0.4861 2.9880 0.6253
H 2.9272 -0.6338 -3.1178
H 4.1050 -1.4147 -2.7938
O 3.1088 -1.5507 -2.8651
H 1.8172 0.2726 3.0500
H 2.4081 1.7593 3.2669
O 2.3168 0.9758 2.7268
H 1.8319 -3.8757 -1.7204
H 3.0107 -3.0816 -1.3123
O 2.3526 -3.6376 -0.9283
H -2.1921 -4.1202 1.3431
H -1.7692 -4.1277 -0.1639
O -1.4784 -4.3777 0.7355
H -1.9100 0.4264 -3.8945
H -2.9181 -0.6856 -4.2989
O -2.8231 -0.0490 -3.6598
H 1.6868 -1.9287 2.4359
H 1.3558 -2.0100 3.9251
O 1.2488 -1.4559 3.1603
H 0.0348 -3.7579 1.1777
H 1.4213 -3.4308 0.4785
O 0.9101 -3.2815 1.3339
H -3.2035 1.9455 -0.7459
H -3.5045 2.5558 0.6502
O -3.1149 2.7265 -0.3288
H 1.4109 0.9343 -4.0975
H 2.4461 1.8321 -3.3422
O 2.3568 0.9475 -3.8011
H 2.5985 -0.6915 0.3190
H 3.3110 0.6546 -0.0350
O 3.1925 -0.2743 -0.2641
```

So, what does the natural (NBO) scheme give us? The charges, in e, come out as:
1 C -0.222
2 N -0.626
3 C 0.532
4 O -0.688
5 C -0.068
6 C -0.678
7 N -0.892
8 H 0.227
9 H 0.202
10 H 0.419
11 H 0.137
12 H 0.162
13 H 0.236
14 H 0.241
15 H 0.209
16 H 0.348
17 H 0.410
18 H 0.467
19 H 0.499
20 O -0.959
21 H 0.476
22 H 0.469
23 O -0.943
24 H 0.524
25 H 0.486
26 O -0.996
27 H 0.503
28 H 0.494
29 O -1.001
30 H 0.505
31 H 0.464
32 O -0.986
33 H 0.494
34 H 0.494
35 O -1.006
36 H 0.480
37 H 0.507
38 O -0.955
39 H 0.488
40 H 0.495
41 O -0.947
42 H 0.508
43 H 0.465
44 O -0.953
45 H 0.515
46 H 0.482
47 O -0.983
48 H 0.503
49 H 0.502
50 O -1.055
51 H 0.459
52 H 0.516
53 O -0.976
54 H 0.501
55 H 0.489
56 O -0.979
57 H 0.470
58 H 0.482
59 O -0.950



Model B:
# C4H38N2O15

15 unconnected molecules or ions with the total composition C4H38N2O15 (ωB97M-V/def2-TZVPD, OMol25).

E_LUMO: 0.078 eV
2S+1: 1
molar mass: 354.3 g/mol
HOMO level: -9.78 eV

```
59
C4H38N2O15 (ωB97M-V/def2-TZVPD)
N -1.7599 -0.7112 1.2841
C -0.5131 0.0611 1.0890
C -0.3641 0.4900 -0.3773
N -0.1733 1.8076 -0.6308
C 0.1228 2.3168 -1.9750
C -0.5171 2.8398 0.4376
O -0.3030 -0.3479 -1.3045
H -1.7033 -1.6241 0.8378
H -2.5309 -0.1653 0.8983
H -0.8233 0.9255 1.6676
H 0.4202 -0.4069 1.3140
H 0.3261 3.3973 -1.8743
H -0.7130 2.1896 -2.6516
H 1.0730 1.8820 -2.2881
H 0.1984 2.5494 1.1920
H -0.2583 3.7624 -0.0710
H -1.5366 2.7899 0.8360
H 1.0365 4.9469 -0.0179
H 1.5816 3.7543 -0.6496
O 1.0442 4.5500 -0.8837
H -0.9446 -3.6465 2.7504
H -1.4195 -2.1301 2.9097
O -1.0914 -2.9203 3.3507
H -1.4002 -5.2140 0.0110
H -0.4570 -4.1772 0.5999
O -0.8771 -5.0260 0.7955
H 3.4820 -0.2870 -0.0252
H 4.7493 0.4223 0.4739
O 3.9264 0.5748 0.0130
H -4.0843 2.9163 1.2568
H -4.3991 1.6160 0.5233
O -3.9867 1.9598 1.3378
H 3.3320 -2.5858 0.8821
H 1.9978 -2.2015 0.0713
O 2.9201 -1.9638 0.2793
H 2.4181 -2.3808 -2.3329
H 1.1455 -2.2052 -3.2669
O 1.5080 -2.6539 -2.4768
H -0.0583 -0.5143 -3.1840
H -0.0998 -0.9010 -4.7562
O 0.4396 -0.7623 -3.9807
H 1.0568 -1.5546 2.4895
H 0.5757 -1.6685 3.9731
O 0.8168 -1.0632 3.2667
H -1.9968 0.0618 -2.1296
H -1.9554 0.7789 -3.5352
O -2.4801 0.6395 -2.7452
H 2.0499 2.4500 1.2683
H 3.1500 2.0979 0.1741
O 2.5277 2.7869 0.5019
H -4.1133 0.3769 -1.5804
H -3.9601 -0.7487 -0.5497
O -4.3474 0.1164 -0.6896
H 0.0666 -2.0035 -0.5408
H 0.5557 -3.3640 -1.0755
O 0.4048 -2.8628 -0.2456
H 1.7793 1.6949 3.8344
H 1.4971 0.7503 2.6734
O 1.8317 1.5964 2.8838
```

So, what does the natural (NBO) scheme give us? The charges, in e, come out as:
1 N -0.847
2 C -0.315
3 C 0.686
4 N -0.385
5 C -0.467
6 C -0.458
7 O -0.788
8 H 0.355
9 H 0.388
10 H 0.243
11 H 0.207
12 H 0.270
13 H 0.199
14 H 0.215
15 H 0.206
16 H 0.252
17 H 0.214
18 H 0.472
19 H 0.513
20 O -0.963
21 H 0.488
22 H 0.498
23 O -0.993
24 H 0.466
25 H 0.488
26 O -0.976
27 H 0.511
28 H 0.478
29 O -0.981
30 H 0.464
31 H 0.497
32 O -0.966
33 H 0.490
34 H 0.511
35 O -1.012
36 H 0.488
37 H 0.510
38 O -1.011
39 H 0.514
40 H 0.481
41 O -0.979
42 H 0.472
43 H 0.514
44 O -0.978
45 H 0.496
46 H 0.480
47 O -0.982
48 H 0.496
49 H 0.515
50 O -1.019
51 H 0.504
52 H 0.474
53 O -0.969
54 H 0.512
55 H 0.527
56 O -1.021
57 H 0.489
58 H 0.494
59 O -0.968



Computed energies relative to the best structure, in kcal/mol: model A 26.9; model B 0.0